No. 1
{
  "formula": "C12H47B3O10PtSSr",
  "method": "ωB97M-V/def2-TZVPD",
  "homo_ev": [-1.167, -1.164],
  "charge": -2,
  "homo_lumo_gap_ev": [4.845, 4.841],
  "multiplicity": 3,
  "e_lumo_ev": [3.7, 3.7],
  "energy_ha": -1860.33870,
  "species": ["Pt", "Sr", "S", "O", "O", "O", "O", "O", "O", "O", "O", "O", "O", "C", "C", "C", "C", "C", "C", "C", "C", "C", "C", "C", "C", "B", "B", "B", "H", "H", "H", "H", "H", "H", "H", "H", "H", "H", "H", "H", "H", "H", "H", "H", "H", "H", "H", "H", "H", "H", "H", "H", "H", "H", "H", "H", "H", "H", "H", "H", "H", "H", "H", "H", "H", "H", "H", "H", "H", "H", "H", "H", "H", "H", "H"],
  "coordinates": [[2.187561, -1.320918, -2.521231], [-1.052627, -2.010202, 0.055012], [-0.226430, -3.787609, -2.303695], [-2.303486, -0.336051, 1.734266], [0.309068, -4.920979, -3.030193], [-1.261845, -3.084960, -3.025730], [-2.115977, -0.556864, -1.917621], [-1.418964, 2.251080, 1.634301], [0.824207, -2.794058, -1.986335], [0.748861, 2.553960, 0.036363], [0.075492, -2.800335, 2.130981], [-0.722517, -4.226370, -0.991536], [3.406512, -2.400283, -0.846462], [-0.154018, -1.763174, 4.331019], [0.766069, 3.063166, -1.309317], [-2.163571, 3.448678, 1.798423], [3.489561, -3.739309, -0.435354], [0.686205, -1.878675, 3.061112], [-3.663293, -0.438306, 2.147472], [-4.030320, 0.634914, 3.142875], [0.079076, 4.415792, -1.308307], [-2.646068, 1.855000, -2.217973], [-1.339079, 4.485683, 2.523605], [-3.017623, 0.459998, -1.693331], [3.994304, -3.863238, 1.014139], [0.993087, -0.417470, -0.299020], [0.809840, -0.512736, -4.281309], [4.145977, 0.225933, -2.612153], [0.467465, 4.994405, -0.466678], [-1.151262, 4.330797, 3.587865], [3.959582, -4.816120, 1.537668], [-0.139703, -2.686423, 4.914702], [1.945790, -0.323727, -4.469194], [0.181851, -0.072417, -5.145990], [1.424715, -1.317840, 0.238380], [0.429471, -0.064870, -3.281826], [-2.044088, 1.776634, -3.124684], [4.426315, -0.099846, -1.535186], [-4.054053, 1.638016, 2.727425], [2.517380, -4.240550, -0.483099], [3.004330, 0.418397, -2.653529], [-0.994608, 4.297876, -1.154163], [-5.005853, 0.337436, 3.549280], [4.662565, 1.215734, -2.918229], [-2.453000, 3.829708, 0.815600], [-1.735169, 5.505654, 2.411543], [0.766181, -0.917015, 2.557962], [-0.343908, 4.665805, 2.101814], [1.678598, -2.297261, 3.244543], [0.355756, -1.064128, 4.999820], [1.819969, 0.352710, -0.525986], [-2.083588, 2.434536, -1.476208], [0.212962, 4.939838, -2.254976], [0.276740, 2.374881, -2.004911], [-2.061399, 0.603994, 1.837102], [3.201062, -1.880819, -0.056370], [-3.165932, 0.635098, -0.597717], [-0.643395, 2.500662, 1.041002], [-4.037027, 0.149914, -1.994383], [0.399662, -3.680977, 2.334088], [-4.311171, -0.200848, 1.294283], [-3.025754, 3.218091, 2.429290], [0.675984, -1.662925, -4.324895], [-3.924184, -1.421770, 2.536647], [1.821451, 3.104466, -1.597171], [-3.545846, 2.477284, -2.319257], [4.398143, -0.565966, -3.430132], [-1.147809, -1.452473, 4.018635], [4.173598, -4.358184, -1.016986], [5.055044, -3.585329, 0.975860], [3.525368, -3.074225, 1.613277], [-3.443676, 0.551587, 4.065497], [0.831430, 1.582110, -0.075102], [0.422039, -0.673544, -1.238208], [0.277973, -0.021047, 0.482598]],
  "forces_ev_per_angstrom": [[-0.17, 1.57, -0.44], [-0.90, 0.55, -2.62], [-1.18, -0.84, -3.43], [-0.42, -0.83, 0.72], [0.71, -0.59, -0.08], [-0.63, -0.21, 0.10], [-0.33, 0.62, 1.29], [0.23, 0.55, -0.13], [1.56, 0.09, 1.51], [-0.60, 0.05, -0.28], [-0.02, 0.08, 0.59], [-0.72, -0.44, 2.68], [1.15, -0.36, 0.48], [1.08, -0.10, -0.17], [0.21, -0.02, 0.06], [0.72, -0.21, 0.41], [-0.81, -1.93, 1.15], [-0.16, -0.75, 0.12], [-0.24, 1.28, -0.77], [-0.50, -1.07, 1.50], [0.08, -0.23, 0.17], [-0.12, 0.24, 0.24], [0.83, 1.67, 0.01], [0.60, -1.13, 0.99], [0.98, 1.46, -0.29], [1.43, 0.82, 0.23], [0.38, -0.68, -0.28], [0.93, -0.82, 0.37], [0.08, 0.25, -0.18], [-0.34, -0.39, -0.02], [-0.48, -0.21, -0.38], [-0.40, -0.24, -0.33], [1.43, 0.77, -0.76], [-0.63, 0.77, -1.07], [0.98, -1.86, 0.93], [-0.61, 0.76, 1.22], [-0.23, 0.10, -0.16], [0.73, -0.34, 1.25], [0.04, -0.14, 0.09], [-0.17, 0.27, -0.36], [-2.31, 0.40, 0.03], [-0.03, -0.08, 0.00], [-0.32, 0.48, -0.42], [0.30, 1.38, -0.41], [-0.33, 0.00, 0.08], [-0.57, -0.24, 0.19], [0.06, -0.07, -0.08], [0.01, -0.70, -0.31], [0.15, 0.48, 0.23], [-0.40, 0.45, -0.14], [1.10, 0.88, -0.01], [0.39, -0.41, 0.03], [0.14, 0.06, 0.06], [-0.04, -0.07, 0.17], [0.48, 0.21, -0.56], [-0.20, 0.29, -0.35], [-0.16, 0.14, 0.33], [-0.36, -0.71, 0.20], [-0.23, 0.32, -0.60], [-0.08, -0.09, -0.22], [0.10, -0.60, -0.28], [-0.12, 0.07, -0.43], [-0.62, -1.39, -0.22], [0.42, -0.17, -0.06], [-0.11, 0.30, -0.21], [-0.11, -0.12, -0.56], [0.56, -1.26, -0.93], [-0.11, 0.09, 0.43], [0.00, 0.58, -0.66], [0.02, 0.02, 0.25], [-0.18, -0.27, 0.23], [0.54, 0.44, -0.31], [0.24, 0.11, 0.33], [-0.99, -0.28, -1.67], [-1.72, 1.25, 1.49]]
}

---

No. 2
{
  "formula": "C17H19N2O7",
  "method": "ωB97M-V/def2-TZVPD",
  "homo_ev": -3.923,
  "charge": -1,
  "homo_lumo_gap_ev": 5.647,
  "smiles": "CCOC(=O)[C@@]1([C@H](C=[N+]([O-])[O-])c2ccc([N+](=O)[O-])cc2)CCCCC1=O",
  "e_lumo_ev": 1.7,
  "energy_ha": -1295.26523,
  "species": ["O", "O", "O", "O", "O", "O", "O", "N", "N", "C", "C", "C", "C", "C", "C", "C", "C", "C", "C", "C", "C", "C", "C", "C", "C", "C", "H", "H", "H", "H", "H", "H", "H", "H", "H", "H", "H", "H", "H", "H", "H", "H", "H", "H", "H"],
  "coordinates": [[-1.074915, -2.963533, -1.691298], [1.449977, 1.103264, 0.782354], [-1.051901, 5.787080, -2.305423], [1.847666, -1.021036, 1.323445], [1.114412, 5.541256, -2.595547], [-1.133345, 1.565908, 1.572439], [0.970227, -3.477464, -2.309503], [-0.028105, 5.068382, -2.387831], [0.146560, -2.646384, -1.835149], [-0.352844, 0.978493, -1.450555], [-0.528873, -1.916924, 1.206166], [0.978123, 2.844281, -2.272821], [-0.166164, 3.659630, -2.239133], [4.031307, -1.753882, 1.878033], [-1.414647, 0.429106, 1.248673], [1.028191, -0.030116, 0.909154], [0.879854, 1.511711, -1.861479], [3.179874, -0.545754, 1.606981], [-0.400117, -0.528485, 0.572147], [-2.808458, -0.147487, 1.526090], [0.540791, -1.385171, -1.473591], [-0.515925, -0.469774, -0.916318], [-1.512440, 1.772798, -1.575139], [-2.861688, -1.597359, 2.029621], [-1.933172, -2.511554, 1.260720], [-1.437643, 3.107635, -1.963037], [-1.482059, -0.842862, -1.263170], [1.489430, -1.014555, -1.855844], [-1.850895, -3.480013, 1.766861], [-3.286649, 0.515581, 2.260853], [5.067538, -1.437007, 2.011720], [-2.489373, 1.325205, -1.367311], [1.788876, 0.918269, -1.882527], [-3.892038, -1.969749, 1.964453], [-2.578328, -1.598006, 3.090959], [-2.316026, 3.743242, -2.015607], [3.997712, -2.457219, 1.038991], [-3.378891, -0.076904, 0.583675], [3.553199, 0.003114, 0.736993], [1.935035, 3.269733, -2.566415], [-0.182608, -1.803233, 2.242731], [-2.316111, -2.719277, 0.253628], [0.139364, -2.611662, 0.702886], [3.137103, 0.132662, 2.468260], [3.717961, -2.271925, 2.789864]],
  "forces_ev_per_angstrom": [[0.06, -0.33, 0.14], [-0.61, -0.89, 0.15], [1.76, -1.23, -0.13], [0.19, 0.59, 0.25], [-2.00, -0.80, 0.38], [-0.51, -0.71, -0.17], [-0.11, 0.24, 0.08], [0.23, 2.68, -0.68], [0.58, 1.37, -0.05], [-0.42, -0.29, -0.23], [-0.54, -0.48, 0.09], [-0.44, -0.11, 0.37], [-0.36, -1.70, 0.42], [0.21, -0.30, 0.13], [0.21, 0.09, 0.62], [0.45, 0.73, -0.20], [-0.38, 0.65, -0.44], [-0.14, -0.23, -0.15], [0.42, 0.93, 2.48], [-0.21, 0.19, -0.11], [-0.52, -1.05, -1.08], [0.88, 0.42, -2.24], [0.43, 0.08, -0.23], [-0.06, 0.10, 0.17], [0.11, 0.01, -0.29], [0.76, 0.10, 0.12], [-0.09, 0.00, 0.21], [-0.27, -0.56, 0.23], [-0.11, 0.06, -0.06], [0.10, -0.01, -0.36], [0.02, -0.02, 0.02], [0.36, 0.20, 0.02], [-0.31, 0.08, 0.15], [0.10, 0.16, 0.12], [-0.05, -0.03, -0.08], [0.18, -0.13, 0.06], [-0.06, 0.13, 0.15], [0.17, 0.03, 0.16], [-0.10, 0.02, 0.19], [-0.26, -0.07, 0.15], [0.01, -0.17, -0.12], [0.20, 0.14, 0.13], [0.08, 0.10, 0.00], [0.04, -0.05, -0.24], [-0.01, 0.02, -0.15]]
}

---

No. 3
{
  "formula": "C29H54O15Si2",
  "method": "ωB97M-V/def2-TZVPD",
  "e_above_lowest_kcal_mol": 0.0,
  "homo_ev": -9.894,
  "homo_lumo_gap_ev": 10.372,
  "e_lumo_ev": 0.5,
  "energy_ha": -2845.11089,
  "species": ["Si", "Si", "O", "O", "O", "O", "O", "O", "O", "O", "O", "O", "O", "O", "O", "O", "O", "C", "C", "C", "C", "C", "C", "C", "C", "C", "C", "C", "C", "C", "C", "C", "C", "C", "C", "C", "C", "C", "C", "C", "C", "C", "C", "C", "C", "C", "H", "H", "H", "H", "H", "H", "H", "H", "H", "H", "H", "H", "H", "H", "H", "H", "H", "H", "H", "H", "H", "H", "H", "H", "H", "H", "H", "H", "H", "H", "H", "H", "H", "H", "H", "H", "H", "H", "H", "H", "H", "H", "H", "H", "H", "H", "H", "H", "H", "H", "H", "H", "H", "H"],
  "coordinates": [[-4.163280, 0.487623, -0.919107], [-2.929600, -1.890970, 0.126932], [9.061088, 4.314233, -0.278515], [-5.638346, -5.710861, -3.835416], [-3.395368, 6.473762, 1.748849], [-3.221284, 4.279868, 1.390363], [-7.517568, -2.329870, 4.047269], [3.330041, 0.579131, -3.480949], [8.975658, 4.981056, -2.400461], [-5.689825, -5.082385, -5.971711], [2.591085, -0.347243, -1.566363], [-6.220650, -2.100840, 2.207493], [-6.007274, -7.248430, -5.440955], [-3.899104, -1.151797, -1.022737], [8.471930, 2.849815, -1.882948], [-2.026297, 5.715958, 0.129651], [4.226158, 1.197771, -1.540740], [2.234225, -2.645175, 0.540680], [3.343558, -2.343078, 1.569537], [-0.450693, -3.050009, -0.681403], [5.056902, 1.781895, -2.565746], [-3.922881, -2.677513, 1.522351], [-6.175361, -4.224125, 3.450042], [-6.682504, -2.814295, 3.283128], [-2.801162, 5.510833, 1.000514], [-5.175626, -4.347452, -3.861063], [0.331638, -4.224938, -0.076265], [1.365434, -3.814364, 0.977272], [9.651333, 5.627961, -0.305955], [-5.675430, -3.576987, -2.666875], [-3.969331, 4.429109, 2.611893], [4.119323, 1.746806, -3.751170], [-5.067513, 3.400453, 2.709613], [-5.718057, -3.880043, -5.192539], [2.469434, -0.302004, 2.765986], [3.519587, -0.829591, 1.767619], [9.278103, 6.419083, 0.921830], [-1.996225, -3.286639, -0.731017], [9.097458, 6.168888, -1.605146], [-4.832060, -1.723731, 2.314715], [3.313439, 0.401717, -2.138861], [-4.454178, 5.855906, 2.489270], [5.530845, 3.153166, -2.168126], [8.808875, 3.937287, -1.552829], [3.032445, -0.180328, 4.190894], [-5.798889, -6.129547, -5.115163], [-0.328750, -4.996471, 0.311097], [4.285431, -2.789446, 1.260603], [-5.693911, 3.416892, 1.817112], [4.632697, 1.646674, -4.703811], [-5.244755, -3.975527, -1.748305], [2.041063, 0.636790, 2.428218], [10.735730, 5.503291, -0.365359], [2.040984, -4.645281, 1.176870], [-5.091576, -4.244256, 3.528766], [6.071276, 3.623523, -2.987886], [2.831844, -1.076086, 4.769778], [-5.691837, 3.583500, 3.583951], [3.454957, 2.613585, -3.785643], [9.642392, 7.443105, 0.842484], [2.587958, 0.669932, 4.701479], [4.106172, -0.025939, 4.179147], [5.910610, 1.117747, -2.721954], [-5.451993, 0.753362, -1.592401], [9.754412, 6.885594, -2.090699], [3.362852, -0.355712, 0.805768], [-6.595161, -4.620267, 4.363137], [-6.759222, -3.664385, -2.579042], [-4.799044, -0.705284, 1.945529], [6.186512, 3.086050, -1.308643], [-1.998175, -0.923616, 0.757192], [-5.109503, -3.110080, -5.659813], [4.684946, 3.784257, -1.885179], [-4.587483, 6.350370, 3.448024], [0.842091, -3.569977, 1.903141], [2.651686, -2.820296, -0.447680], [-3.146445, 1.296080, -1.615676], [4.524421, -0.601393, 2.110416], [8.105173, 6.609985, -1.484550], [-2.256642, -4.223525, -0.248868], [-4.514762, -3.493070, 1.119760], [-4.544555, -1.689726, 3.362888], [-4.646560, 2.398400, 2.788202], [3.031342, -2.791235, 2.511932], [-5.376762, 5.934983, 1.909050], [-6.752069, -3.533356, -5.123747], [-4.082030, -4.367760, -3.871311], [-0.110588, -2.902800, -1.700162], [-3.269043, 4.322531, 3.444754], [-0.263129, -2.132119, -0.138566], [8.195730, 6.434617, 1.052635], [1.654377, -1.022912, 2.788489], [9.706546, 5.966246, 1.814914], [-5.406762, -2.524165, -2.741832], [1.646675, -1.739079, 0.440294], [0.894151, -4.702303, -0.879033], [-3.171551, -3.090270, 2.195983], [-6.469524, -4.826213, 2.597004], [-4.268933, 0.970445, 0.472706], [-2.331317, -3.285517, -1.765002]],
  "forces_ev_per_angstrom": [[-0.58, 0.22, -0.63], [-0.12, -1.33, -0.30], [0.07, 0.01, -0.09], [0.08, 0.03, -0.09], [-0.09, -0.04, 0.01], [0.01, 0.15, 0.09], [1.76, -0.93, -1.84], [0.01, 0.10, -0.02], [-0.06, 0.09, 0.05], [-0.06, 0.08, 0.06], [-0.13, -0.10, -0.01], [-0.15, -0.06, 0.55], [-0.02, -0.21, -0.07], [0.40, 0.66, 0.88], [0.14, -0.26, -0.10], [0.16, 0.04, -0.16], [0.02, -0.08, -0.08], [0.17, 0.17, 0.57], [-0.14, 0.29, -0.40], [-0.82, -0.64, -0.03], [0.13, 0.29, -0.04], [0.09, 0.88, -0.04], [0.08, 0.41, 0.11], [-1.84, 0.96, 1.57], [-0.07, -0.10, 0.10], [-0.12, 0.23, 0.22], [0.72, 0.09, -0.22], [-0.19, 0.06, -0.42], [-0.09, 0.26, 0.22], [-0.15, -0.25, 0.19], [-0.33, -0.20, 0.03], [0.01, -0.08, -0.13], [0.12, -0.25, -0.24], [0.08, 0.03, -0.14], [0.55, -0.25, 0.07], [-0.61, -0.36, 0.06], [-0.13, -0.25, 0.17], [0.49, 1.03, 0.26], [0.08, 0.03, -0.13], [-0.06, -0.46, -0.31], [0.08, 0.11, -0.01], [0.06, 0.13, 0.08], [-0.42, 0.15, 0.33], [0.09, 0.12, 0.09], [-0.30, 0.19, -0.23], [0.04, 0.14, 0.08], [-0.17, -0.01, 0.17], [0.09, -0.23, 0.04], [-0.03, 0.11, 0.01], [-0.06, -0.16, -0.01], [0.07, 0.05, -0.01], [0.08, 0.22, 0.00], [0.00, -0.03, -0.07], [-0.13, -0.28, 0.18], [0.14, 0.01, -0.12], [0.06, -0.05, -0.02], [0.03, -0.12, 0.16], [0.03, 0.03, 0.03], [0.04, 0.04, 0.06], [0.03, 0.00, -0.03], [-0.08, 0.00, 0.23], [0.19, 0.07, -0.01], [-0.03, -0.04, -0.01], [-0.02, -0.04, 0.05], [0.03, -0.11, -0.12], [0.21, 0.15, -0.21], [-0.13, -0.16, 0.10], [-0.02, 0.04, -0.10], [-0.01, 0.16, -0.07], [0.11, -0.04, 0.03], [-0.08, 0.23, -0.15], [0.04, -0.11, -0.12], [-0.07, -0.05, -0.15], [0.13, 0.10, -0.04], [0.10, 0.10, 0.23], [0.10, -0.09, -0.14], [0.20, -0.17, 0.05], [0.14, 0.14, 0.06], [0.00, 0.00, 0.09], [-0.12, -0.24, -0.10], [-0.08, -0.18, -0.03], [0.01, 0.03, 0.17], [0.00, 0.01, 0.08], [0.26, -0.13, 0.26], [-0.02, -0.09, 0.01], [0.00, 0.00, 0.09], [0.01, -0.03, -0.07], [0.16, 0.28, -0.08], [0.03, 0.07, -0.01], [0.28, 0.13, 0.10], [-0.02, 0.06, -0.09], [-0.31, 0.04, -0.08], [0.06, 0.03, -0.01], [0.07, 0.00, -0.01], [-0.22, 0.09, -0.07], [-0.03, -0.15, -0.15], [0.09, -0.29, 0.00], [-0.02, -0.08, -0.15], [0.09, -0.14, 0.10], [-0.19, -0.29, -0.12]]
}